ORCA calculation (the ωB97M-V functional and the def2-TZVPD basis) on a molecular structure, C16H44N5NaO7 at a distorted geometry.

Geometry as ORCA input:
```
! RIJCOSX wB97M-V def2-TZVPD def2/J DEFGRID3
* xyz 0 1
O 9.015 13.728 -21.257
C 6.543 10.897 -15.819
H 1.964 14.042 -19.534
H 3.816 8.422 -20.258
H 6.750 6.054 -19.085
H 4.130 13.355 -15.887
H 3.049 15.448 -24.413
H 2.720 15.368 -18.796
C 2.982 13.455 -17.753
C 9.552 11.692 -16.550
H 1.580 15.278 -23.397
O 7.834 12.603 -19.815
H 4.161 11.613 -23.430
N 7.931 13.230 -20.926
C 0.065 13.813 -17.578
H 5.771 8.096 -17.926
H 9.957 11.336 -17.506
H 4.060 9.397 -18.813
N 5.358 10.463 -16.558
C 2.141 14.852 -24.228
N 6.461 8.652 -19.800
H 5.103 12.458 -21.382
H 1.785 11.713 -21.605
H 2.527 10.167 -22.118
H 4.235 3.732 -18.014
H 7.646 9.100 -16.256
O 4.746 5.612 -18.624
Na 6.062 11.194 -19.114
H 4.980 10.812 -21.522
H 1.698 11.173 -23.311
H 3.500 7.827 -18.549
H 5.967 3.975 -18.440
C 3.337 13.440 -22.809
H 10.340 12.136 -15.950
N 4.455 11.657 -21.345
H 6.667 11.982 -15.920
H 4.614 11.155 -16.525
H 3.922 12.568 -19.307
H 2.541 14.094 -15.688
C 6.269 10.843 -14.305
H 2.852 13.854 -21.909
C 2.158 14.470 -18.536
H -0.210 13.151 -18.407
H 4.888 9.653 -16.163
H 1.704 14.955 -25.220
H 4.249 14.038 -22.939
C 4.932 4.209 -18.698
H 2.442 12.528 -17.531
O 8.999 10.584 -15.854
H 3.814 14.983 -16.515
C 3.655 11.987 -22.530
O 6.924 13.292 -21.680
H 6.841 11.556 -13.701
C 5.551 7.844 -18.966
C 3.386 13.987 -16.370
H 7.342 8.171 -20.001
H 0.515 13.225 -16.775
C 5.719 6.357 -19.308
H 8.803 12.424 -16.866
O 2.518 13.525 -23.936
H 6.076 8.595 -20.747
C 7.772 10.185 -16.382
O 0.906 14.858 -18.014
H 6.553 9.868 -13.899
N 4.208 13.004 -18.422
H 5.590 6.197 -20.388
H 4.696 3.864 -19.710
C 2.309 11.194 -22.412
H -0.831 14.316 -17.219
C 4.155 8.388 -19.224
H 7.791 10.192 -17.482
H 5.251 11.178 -14.113
H 4.699 13.827 -18.783
*
```

Values from the calculation:
energy above the lowest of the compared OMol25 structures with the same formula, charge and spin	68.0	kJ/mol
LUMO energy	0.033	eV
gap between HOMO and LUMO	8.55	eV
energy	-1598.6209	hartree

Population analysis type Löwdin, resulting atomic charges in e: 0.0052 -0.4084 0.1118 0.0826 0.1262 0.0578 0.0894 0.1350 -0.4381 -0.0798 0.0905 -0.1237 0.1433 -0.5778 -0.1040 0.1176 0.0945 0.0561 0.0476 -0.0996 0.0396 0.0452 0.0718 0.0601 0.0884 0.1305 -0.1896 0.3447 0.0703 0.0721 0.0877 0.0874 -0.2313 0.0903 0.0493 0.1349 0.0536 0.0433 0.0776 -0.0490 0.1185 -0.2019 0.0933 0.0910 0.0887 0.1324 -0.0907 0.1287 -0.1627 0.0881 -0.4074 -0.0726 0.0777 -0.4109 -0.0452 0.0904 0.0763 -0.2137 0.0842 -0.1762 0.0787 -0.2262 -0.1740 0.0826 0.0501 0.1331 0.0896 -0.0431 0.0925 -0.0530 0.1068 0.0726 0.0992

=====

ORCA calculation (the ωB97M-V functional and the def2-TZVPD basis) on a single C2H3N3O3 molecule at a distorted geometry.

Geometry as ORCA input:
```
! RIJCOSX wB97M-V def2-TZVPD def2/J DEFGRID3
* xyz 0 1
N -1.618 -0.339 0.251
O 0.431 -1.066 -0.319
C -0.325 0.108 -0.050
C 2.284 0.149 -0.034
H 3.347 0.118 0.184
O -2.789 0.244 -0.373
H -1.428 -1.420 0.085
H -3.587 0.664 0.386
O 1.602 1.220 -0.337
N 0.183 1.331 0.180
N 1.900 -1.010 0.027
*
```

Values from the calculation:
energy above the lowest of the compared OMol25 structures with the same formula, charge and spin	588.5	kJ/mol
LUMO energy	0.122	eV
gap between HOMO and LUMO	9.78	eV
SMILES	ONC1=NOC=NO1
energy	-467.7402	hartree

Population analysis type Löwdin, resulting atomic charges in e: -0.0262 -0.0560 -0.3465 -0.3070 0.1452 -0.1251 0.1890 0.2410 -0.0501 0.1880 0.1476

=====

ORCA calculation (the ωB97M-V functional and the def2-TZVPD basis) on a molecular structure, C41H42P2TcTe at a distorted geometry.

Geometry as ORCA input:
```
! RIJCOSX wB97M-V def2-TZVPD def2/J DEFGRID3
* xyz 2 4
C -1.741 -2.534 -2.390
H -11.996 -1.564 0.549
H -3.826 -0.217 2.318
H 1.098 -1.458 -0.911
P -7.257 -1.192 -1.559
H -5.750 -4.660 1.940
C 0.166 -2.032 -0.762
C -10.645 -1.821 -3.968
C -6.126 -0.822 -2.933
H -8.324 -2.662 3.720
H -6.997 -4.383 0.386
C -6.181 -2.645 2.612
H 0.125 -2.610 1.339
H -3.400 -0.175 -5.515
C -4.423 0.274 1.514
H -11.126 1.486 -3.434
Te -2.664 0.389 0.059
P -7.019 -1.977 1.136
C -10.445 -2.488 3.462
H 0.514 -0.988 1.184
C 1.557 1.691 1.581
H 1.938 1.868 2.594
C -9.846 -1.632 0.865
C -6.346 -1.222 -4.247
H -9.118 1.160 -2.008
C -9.114 -2.372 3.037
C -8.939 -0.955 -2.440
H -9.642 -1.320 -0.162
H -5.108 -1.248 5.529
C -11.482 -2.213 2.559
C -8.782 -1.941 1.744
H -12.107 -0.399 -4.705
H -7.269 -1.676 -4.567
H -2.157 -2.381 -3.401
H 0.113 1.200 -2.011
C -2.520 -2.478 0.764
C 0.510 1.288 -0.997
C -5.331 -1.011 -5.177
C 0.166 1.573 1.371
C -11.179 -1.773 1.257
C -9.529 -2.022 -3.138
H -4.443 -5.245 3.955
C -2.217 -3.757 -1.718
C -0.895 -1.666 -1.806
H -1.714 -1.096 2.024
H -3.164 -4.324 0.133
H -1.449 -4.561 -1.826
C -5.248 -2.001 4.756
C -11.233 -0.556 -4.066
H -3.382 -2.539 1.476
H -5.056 0.404 -1.499
C -0.128 -1.742 0.728
C -4.858 -4.237 3.861
C -10.674 0.502 -3.347
C -5.614 -3.915 2.728
H -11.055 -2.651 -4.548
H 0.537 -3.061 -0.841
H -10.673 -2.821 4.476
C -2.356 -3.598 -0.141
H -0.507 1.692 2.216
C 2.431 1.527 0.490
C -6.047 -1.710 3.659
C -3.974 0.066 -3.463
H -12.523 -2.345 2.855
H 3.514 1.488 0.651
C -1.536 -1.466 1.025
H -4.596 1.378 1.646
H -3.988 -3.492 5.685
Tc -5.614 -0.780 -0.179
C -0.328 1.279 0.105
C -6.946 -3.372 -0.026
H -9.096 -3.019 -3.046
C -4.637 -3.264 4.843
H -6.553 -0.741 3.581
C -9.544 0.311 -2.542
H -5.525 -0.241 1.447
H -0.289 -1.076 -2.510
H 2.589 1.304 -1.660
H -3.170 -4.132 -2.184
C 1.916 1.380 -0.800
H -5.420 -1.384 -6.201
C -5.025 -0.066 -2.555
H -7.127 -3.666 -2.206
H -3.027 0.484 -3.143
H -1.411 -3.976 0.263
C -4.167 -0.355 -4.768
C -7.048 -3.004 -1.345
*
```

Values from the calculation:
LUMO energy (alpha / beta)	-7.153 / -7.083	eV
gap between HOMO and LUMO (alpha / beta)	5.17 / 6.25	eV
energy	-2618.1322	hartree

Population analysis type Löwdin, resulting atomic charges in e: -0.1081 0.1207 0.0094 0.1077 0.8829 0.0951 -0.1573 -0.0518 -0.3789 0.0938 0.0858 -0.3947 0.1395 0.1211 -0.4314 0.1158 1.5550 0.8809 -0.0449 0.1015 -0.0553 0.1204 -0.0866 -0.0493 0.1122 -0.0769 -0.3380 0.0596 0.1172 -0.0475 -0.2943 0.1220 0.1074 0.1155 0.1047 -0.1790 -0.1237 -0.0287 -0.1485 -0.0545 -0.1009 0.1198 -0.1455 -0.1623 0.0878 0.1228 0.1374 -0.0553 -0.0505 0.1010 0.0091 -0.1992 -0.0555 -0.0562 -0.0888 0.1182 0.1240 0.1188 -0.1772 0.1014 -0.0607 -0.1440 -0.0877 0.1176 0.1200 -0.4135 0.0294 0.1142 0.5496 -0.2857 -0.2389 0.0983 -0.0522 0.1201 -0.0845 -0.0562 0.1038 0.1211 0.1205 -0.0541 0.1267 -0.2021 0.0851 0.0866 0.1186 -0.0555 -0.2442

=====

ORCA calculation (the ωB97M-V functional and the def2-TZVPD basis) on a molecular structure, C4H5N3 at a distorted geometry.

Geometry as ORCA input:
```
! RIJCOSX wB97M-V def2-TZVPD def2/J DEFGRID3
* xyz 0 1
H -1.486 0.204 0.436
N 1.459 -2.469 0.994
C -0.697 0.018 -0.312
C 1.746 -1.493 0.434
H 1.642 -0.558 -1.520
H 0.623 1.062 0.857
C 1.867 -0.318 -0.458
N 3.900 1.175 0.052
C 3.009 0.484 -0.238
H -0.423 -1.097 -0.264
H -1.093 0.366 -1.280
N 0.503 0.891 -0.128
*
```

Values from the calculation:
energy above the lowest of the compared OMol25 structures with the same formula, charge and spin	328.0	kJ/mol
LUMO energy	-0.288	eV
gap between HOMO and LUMO	10.49	eV
energy	-319.5873	hartree

Population analysis type Löwdin, resulting atomic charges in e: 0.0797 0.1753 -0.1629 -0.2012 0.1511 0.0648 -0.2022 0.1790 -0.2333 0.0752 0.0737 0.0009